(A)
C16H19N3O2S | ωB97M-V/def2-TZVPD

Values from the calculation:
SMILES: C=CCn1c(CCc2ccccc2)nnc1SCC(=O)OC
HOMO level: -8.41 eV
total charge: 0

The geometry in XYZ format:
```
41
C16H19N3O2S, DFT ωB97M-V/def2-TZVPD
C 3.03538 1.94590 1.01307
C 2.40821 1.07718 0.24481
C 1.96773 1.37131 -1.15949
N 0.62491 0.91237 -1.40981
C -0.57523 1.43801 -1.00231
C -0.73562 2.60329 -0.09849
C -1.46219 2.16427 1.18841
C -0.65862 1.12407 1.91739
C 0.24008 1.48963 2.91068
C 1.01999 0.53659 3.54206
C 0.92499 -0.79431 3.17316
C 0.02974 -1.17051 2.18560
C -0.76407 -0.21816 1.57226
N -1.55388 0.71276 -1.46387
N -1.03717 -0.30876 -2.16782
C 0.26034 -0.18880 -2.12444
S 1.38206 -1.31379 -2.82300
C 0.16879 -2.59160 -3.25013
C -0.76474 -2.82405 -2.07274
O -0.41537 -2.88168 -0.92461
O -2.00148 -3.02825 -2.50933
C -3.01262 -3.12656 -1.51422
H 3.35241 1.69146 2.00839
H 3.26640 2.94377 0.67533
H 2.17984 0.08078 0.59576
H 2.02881 2.44405 -1.37029
H 2.61955 0.84001 -1.86334
H 0.24277 3.01517 0.15195
H -1.33006 3.37019 -0.60027
H -1.61279 3.03975 1.82254
H -2.43390 1.75741 0.90670
H 0.32757 2.52957 3.19413
H 1.70705 0.83459 4.32139
H 1.54366 -1.53624 3.65677
H -0.04970 -2.20285 1.88035
H -1.46724 -0.52208 0.81147
H 0.74423 -3.49245 -3.46404
H -0.40056 -2.28107 -4.12419
H -3.23983 -2.12653 -1.14006
H -3.88356 -3.55762 -2.00104
H -2.67590 -3.75683 -0.68875
```

The net atomic charges from Löwdin, expressed in e, are:
1. C 0.018
2. C -0.149
3. C -0.147
4. N 0.003
5. C -0.319
6. C -0.094
7. C -0.136
8. C -0.239
9. C -0.061
10. C -0.103
11. C -0.095
12. C -0.076
13. C -0.041
14. N 0.087
15. N 0.041
16. C -0.617
17. S 0.996
18. C -0.340
19. C -0.623
20. O 0.079
21. O -0.048
22. C -0.038
23. H 0.055
24. H 0.063
25. H 0.107
26. H 0.133
27. H 0.103
28. H 0.109
29. H 0.121
30. H 0.114
31. H 0.116
32. H 0.114
33. H 0.102
34. H 0.100
35. H 0.102
36. H 0.104
37. H 0.092
38. H 0.089
39. H 0.094
40. H 0.092
41. H 0.092

---

(B)
C16H19N3O2S | ωB97M-V/def2-TZVPD

Values from the calculation:
SMILES: CCOc1ccc(N[C@@H](C)C(=O)N/N=C/c2cccs2)cc1
HOMO level: -7.24 eV
total charge: 0

The geometry in XYZ format:
```
41
C16H19N3O2S, DFT ωB97M-V/def2-TZVPD
C 1.95658 4.98781 -1.68238
C 1.54561 5.01206 -0.21185
O 2.31725 4.14302 0.58564
C 2.09984 2.79069 0.51633
C 1.06243 2.16372 -0.15925
C 0.93725 0.78425 -0.13841
C 1.84429 -0.01167 0.55570
N 1.72197 -1.38627 0.66214
C 1.02382 -2.19292 -0.31537
C 1.83962 -2.41261 -1.59520
C 0.76021 -3.53214 0.36380
O 1.62218 -4.33599 0.63941
N -0.54362 -3.77955 0.68833
N -1.53310 -2.91723 0.43796
C -2.72494 -3.16643 0.81515
C -3.76888 -2.23057 0.55136
C -5.09890 -2.33194 0.87781
C -5.84740 -1.21436 0.47138
C -5.08518 -0.27718 -0.15684
S -3.43610 -0.73536 -0.26741
C 2.88431 0.62955 1.23670
C 3.00855 1.99951 1.21945
H 1.36741 5.70966 -2.24171
H 1.80523 3.99919 -2.10882
H 3.00950 5.24268 -1.77345
H 0.47509 4.79365 -0.10466
H 1.73459 6.00463 0.20796
H 0.32879 2.73082 -0.71102
H 0.11140 0.33951 -0.67109
H 2.54632 -1.84471 1.02800
H 0.06536 -1.72437 -0.54290
H 2.73691 -2.98336 -1.36565
H 1.25488 -2.96082 -2.32947
H 2.12583 -1.45087 -2.01457
H -0.73890 -4.65571 1.18241
H -2.99932 -4.08282 1.35045
H -5.51618 -3.18006 1.39081
H -6.90436 -1.10975 0.63808
H -5.40011 0.66337 -0.56349
H 3.59969 0.03461 1.78687
H 3.81210 2.48798 1.74780
```

The net atomic charges from Löwdin, expressed in e, are:
1. C -0.067
2. C -0.259
3. O -0.064
4. C -0.279
5. C -0.027
6. C -0.021
7. C -0.270
8. N 0.055
9. C -0.310
10. C -0.023
11. C -0.428
12. O 0.080
13. N 0.059
14. N 0.026
15. C -0.165
16. C -0.520
17. C -0.129
18. C -0.190
19. C -0.412
20. S 1.040
21. C -0.023
22. C -0.007
23. H 0.075
24. H 0.065
25. H 0.078
26. H 0.113
27. H 0.121
28. H 0.104
29. H 0.099
30. H 0.134
31. H 0.106
32. H 0.081
33. H 0.082
34. H 0.078
35. H 0.166
36. H 0.132
37. H 0.110
38. H 0.101
39. H 0.061
40. H 0.111
41. H 0.117

---

Which is the most stable structure? (A) is the most stable.

---

(A)
C2H4INS | ωB97M-V/def2-TZVPD

Values from the calculation:
HOMO level: -9.14 eV
total charge: 0

The geometry in XYZ format:
```
9
C2H4INS, DFT ωB97M-V/def2-TZVPD
C -0.23346 0.59871 1.02822
C 0.13991 -0.31711 -1.49469
N 0.11969 -0.73513 1.33497
S -0.56110 1.10593 -0.60334
I -0.69433 1.93253 2.50820
H 0.33248 -0.98140 -0.68132
H 0.95776 -0.07156 -2.15471
H -0.48573 -0.66329 -2.27604
H 0.42478 -0.86869 2.33871
```

The net atomic charges from Löwdin, expressed in e, are:
1. C -1.276
2. C -0.362
3. N -0.073
4. S 0.781
5. I 0.847
6. H -0.010
7. H 0.036
8. H 0.022
9. H 0.034

---

(B)
C2H4INS | ωB97M-V/def2-TZVPD

Values from the calculation:
HOMO level (alpha / beta): -9.36 / -9.36 eV
total charge: 0

The geometry in XYZ format:
```
9
C2H4INS, DFT ωB97M-V/def2-TZVPD
C -1.23781 0.51672 0.55603
C 2.20604 -0.36135 -0.57664
N -2.10688 0.64785 -0.33218
S 2.31405 -1.10659 0.91085
I -3.99864 -0.06522 -0.00343
H -1.21406 -0.11493 1.47470
H -0.17632 0.75973 0.25914
H 1.32975 0.24996 -0.96935
H 2.88386 -0.52618 -1.31912
```

The net atomic charges from Löwdin, expressed in e, are:
1. C -0.279
2. C -0.515
3. N -0.531
4. S 0.577
5. I 0.676
6. H 0.069
7. H 0.039
8. H 0.016
9. H -0.052

---

Which is the most stable structure? (A) is the most stable.